Record 1
CF4NO2RhS2 as an isolated structure in a non-equilibrium geometry, computed with ωB97M-V with the def2-TZVPD basis set.

## Properties
E_LUMO (spin up / spin down) ... -10.62 / -13.38 eV
Kohn-Sham gap (spin up / spin down) ... 0.3508 / 0.2513 Eh
Multiplicity ... 5
Charge ... +2

Geometry as XYZ:
```
11
Properties=species:S:1:pos:R:3:forces:R:3:lowdin_charge:R:1
Rh 1.202773 -0.494841 -2.394937 1.24 2.27 -2.86 1.4500
F -0.336735 1.506196 -1.856130 -0.51 -0.68 1.60 -0.3954
N -1.344662 0.045329 0.259828 0.58 0.10 -0.74 -0.3978
S -0.990849 1.568077 -0.094040 -2.38 1.31 0.71 1.1179
O -2.159876 2.382601 0.243229 2.62 -1.34 -1.58 -0.1927
S -0.189598 -1.096540 0.345258 -0.07 0.29 0.98 1.1517
O 0.383135 -1.399436 -1.059790 -0.82 -1.73 1.48 -0.6320
C -1.271071 -2.650960 0.402953 -1.89 -2.30 0.63 -0.7212
F -0.488186 -3.626231 0.830360 0.04 0.97 -0.17 0.2022
F -2.264061 -2.437176 1.240626 0.73 0.31 -0.32 0.2092
F -1.736645 -2.962401 -0.789073 0.46 0.80 0.26 0.2079
```
Positions in Å, forces in eV/Å.

=====

Record 2
C42H44F2N5OS8Yb as an isolated structure in a non-equilibrium geometry, computed with ωB97M-V with the def2-TZVPD basis set.

## Properties
E_LUMO ... 3.50 eV
Kohn-Sham gap ... 0.2088 Eh
Multiplicity ... 2
Charge ... -2

Geometry as XYZ:
```
103
Properties=species:S:1:pos:R:3:forces:R:3:lowdin_charge:R:1
Yb 0.098600 -0.021600 -0.101100 -0.34 0.12 -0.57 1.4659
F 5.531400 1.658500 -1.438700 -0.24 -0.02 0.18 0.0397
C 4.372400 1.944100 -0.787700 -0.16 0.05 0.09 -0.2721
C 3.269600 1.125500 -0.926000 -0.18 -0.20 -0.23 -0.0860
C 2.029000 1.442200 -0.343200 0.40 0.57 0.33 -0.1890
C 1.991800 2.654900 0.404900 0.18 -0.22 -0.38 -0.2465
C 3.163900 3.381000 0.629700 -0.01 -0.14 -0.06 -0.2330
F 3.198500 4.414200 1.536500 -0.03 -0.14 -0.28 0.0177
C 4.360300 3.060500 0.032100 0.02 -0.07 -0.03 0.0457
C 0.716200 3.128400 0.962000 -0.18 0.32 0.18 -0.2864
C 0.474100 4.485400 1.214500 -0.06 -0.04 0.06 -0.0197
C -0.691200 4.867100 1.844100 -0.04 -0.20 0.03 -0.0654
C -1.602200 3.891000 2.222700 0.07 0.02 -0.02 -0.0561
C -1.323800 2.581700 1.876400 -0.41 0.11 0.15 -0.1612
N -0.223100 2.211600 1.242100 0.26 -0.01 -0.52 0.0089
H 3.386500 0.217900 -1.510100 -0.02 0.02 0.03 0.1040
H 5.251500 3.631900 0.225600 0.13 0.09 0.01 0.1188
H 1.195500 5.229100 0.921700 0.09 0.00 -0.04 0.1139
H -0.883200 5.910500 2.048400 -0.03 0.10 0.00 0.1031
H -2.505600 4.140400 2.755000 -0.14 -0.02 0.02 0.0998
H -2.014500 1.783600 2.128500 -0.01 0.07 -0.07 0.1118
S 0.595200 -2.739500 -0.433500 0.05 0.57 -0.03 0.5586
C -0.129600 -3.111400 -1.970700 0.16 1.66 -0.26 -0.7781
C -0.421700 -4.464900 -2.169400 -0.21 -1.41 -0.28 -0.3511
N -0.675500 -5.582000 -2.309800 0.03 0.09 -0.01 0.1540
C -0.414500 -2.206900 -2.971000 0.72 -0.08 1.57 -0.7974
S -0.110300 -0.500900 -2.901000 0.01 0.13 0.76 0.5310
C -0.985900 -2.657000 -4.165100 -0.59 -0.46 -1.22 -0.3447
N -1.465500 -2.977100 -5.164500 0.00 -0.03 0.04 0.1373
C -5.575300 -2.199900 -0.822200 0.22 0.13 0.00 -0.0661
C -4.073500 -2.500600 -0.801500 -0.12 -0.02 -0.19 -0.3674
C -3.767100 -3.630900 -1.788200 0.16 0.24 0.03 -0.0493
C -3.567000 -2.858900 0.580500 0.21 0.15 -0.07 -0.1341
C -4.021600 -4.039100 1.154400 -0.06 -0.03 0.12 -0.0486
C -3.518900 -4.501400 2.353600 0.00 -0.09 0.00 -0.0825
C -2.512600 -3.792700 2.980300 -0.04 0.01 -0.02 -0.0441
C -2.030300 -2.607700 2.446600 0.00 0.22 -0.05 -0.1426
C -0.897500 -1.893900 3.140000 0.09 -0.07 0.01 -0.3799
C 0.383800 -2.714900 2.980700 0.00 0.24 -0.05 -0.0827
C -1.187600 -1.618600 4.618200 -0.01 0.07 -0.23 -0.0563
C -2.572800 -2.113400 1.248100 -0.22 -0.59 0.38 -0.1792
N -2.123700 -0.884500 0.718800 0.17 0.98 -0.35 -0.0163
C -3.069700 -0.020100 0.455500 -0.01 -0.32 0.22 -0.1423
C -2.957700 1.161000 -0.285800 -0.21 0.48 -0.25 -0.3602
C -4.042600 2.023600 -0.558800 0.08 -0.31 0.18 -0.0524
C -3.563300 2.984300 -1.413800 -0.05 0.08 0.08 -0.0615
C -2.197400 2.688000 -1.628400 0.07 0.04 0.04 -0.2704
N -1.824000 1.600500 -0.948500 0.24 -0.53 0.13 0.0539
C -1.342200 3.520300 -2.552300 0.24 0.15 -0.11 -0.5358
C -1.363200 4.982600 -2.073300 -0.02 -0.18 -0.08 -0.0422
C -1.932500 3.436800 -3.968900 0.05 -0.01 0.22 -0.0450
C 0.104500 3.044900 -2.605700 -0.30 -0.02 0.11 -0.0551
H -5.881200 -1.933700 -1.832800 -0.06 0.02 -0.09 0.0767
H -5.823400 -1.371000 -0.162800 -0.09 0.11 0.10 0.0625
H -6.155100 -3.067500 -0.510600 -0.04 -0.11 0.06 0.0689
H -3.546100 -1.609600 -1.155100 -0.07 -0.18 -0.01 0.1223
H -4.371500 -4.514300 -1.587100 -0.08 -0.08 0.01 0.0746
H -2.722400 -3.920800 -1.720900 -0.05 -0.05 -0.05 0.0494
H -3.964300 -3.293600 -2.805200 -0.01 -0.06 -0.10 0.0828
H -4.770200 -4.625100 0.640500 -0.08 -0.02 -0.10 0.1035
H -3.879700 -5.428900 2.780100 -0.02 -0.02 -0.01 0.0941
H -2.086300 -4.177600 3.896000 0.07 0.01 0.10 0.1052
H -0.742500 -0.926100 2.647700 -0.08 -0.29 0.23 0.0793
H 0.334500 -3.654900 3.530600 -0.09 -0.09 0.12 0.0848
H 1.245400 -2.139100 3.308200 0.17 0.05 0.07 0.0478
H 0.534500 -2.961500 1.933400 0.09 -0.10 0.09 -0.0200
H -1.216300 -2.542200 5.198200 0.00 -0.05 0.02 0.0689
H -2.145700 -1.112300 4.739200 -0.07 0.07 0.07 0.0776
H -0.401300 -0.986200 5.031800 0.07 0.02 0.06 0.0594
H -4.086200 -0.221300 0.821400 0.16 -0.06 -0.06 0.1336
H -5.041500 1.920900 -0.173600 -0.19 -0.08 0.05 0.0925
H -4.119600 3.794400 -1.852500 -0.03 0.10 -0.05 0.0898
H -2.379700 5.370500 -2.017700 -0.07 0.04 0.01 0.0703
H -0.795000 5.608900 -2.762300 0.08 0.06 -0.07 0.0788
H -0.910800 5.054400 -1.084900 -0.01 0.05 0.06 0.0627
H -2.958500 3.799400 -3.991200 -0.11 0.02 -0.03 0.0709
H -1.920200 2.402600 -4.303700 -0.02 -0.12 -0.11 0.0882
H -1.333200 4.037400 -4.653500 0.04 0.05 -0.10 0.0766
H 0.593900 3.196700 -1.648500 0.09 -0.04 -0.02 0.0547
H 0.651000 3.600700 -3.367700 0.07 0.05 -0.05 0.0895
H 0.140500 1.988200 -2.854900 0.15 -0.02 -0.03 -0.0089
C 3.039200 0.747300 4.245400 -0.20 0.35 -0.54 -0.2967
S 1.753800 1.431700 3.147500 0.42 0.42 2.12 0.8802
C 0.650700 1.946400 4.560200 0.39 -0.10 -0.73 -0.2032
O 1.080800 0.300000 2.483400 -0.55 -1.08 -0.55 -0.6161
H 3.418700 1.560100 4.853300 -0.02 0.30 0.18 0.0501
H 3.818800 0.343900 3.604700 -0.01 0.01 0.02 -0.0520
H 2.651500 -0.060700 4.853100 -0.24 -0.06 0.02 0.0148
H 1.016400 2.907700 4.908500 0.05 0.15 0.07 0.0464
H 0.664500 1.221600 5.365100 0.09 -0.24 0.04 0.0356
H -0.357500 2.054900 4.174900 -0.02 0.04 -0.09 0.0266
C 2.791600 -3.138000 5.847800 0.48 0.17 -0.37 -0.3806
S 4.196900 -2.357400 4.963400 -0.18 -0.26 0.04 0.7839
C 4.182000 -3.269200 3.468800 0.26 -0.32 0.16 -1.0254
C 4.023900 -2.750000 2.213900 0.10 -0.99 0.09 -1.1801
S 3.714400 -1.186500 1.731600 -0.03 0.57 -0.74 0.5698
S 4.198600 -4.000000 0.926200 0.09 0.20 0.70 0.8749
C 4.665100 -5.334100 1.918800 -0.11 0.30 0.26 -1.5475
S 5.076700 -6.818900 1.347100 0.09 -0.44 -0.19 0.4376
S 4.667900 -4.959100 3.607700 -0.08 0.24 -0.49 0.8393
H 2.614900 -2.543400 6.740300 -0.06 0.00 0.13 0.0211
H 3.053800 -4.159100 6.114200 -0.10 -0.03 0.09 0.0161
H 1.923700 -3.126400 5.197600 -0.13 0.00 0.05 0.0050
```
Positions in Å, forces in eV/Å.